Record 1
A structure of composition C18H27N2O4P2S2Zr, computed with the ωB97M-V functional and the def2-TZVPD basis.

For the LUMO energy (spin up / spin down), the calculation gives -11.94 / -11.94 eV. Its total charge is +3. The HOMO-LUMO gap (spin up / spin down) is 3.997 / 4.001 eV. The calculation puts the highest occupied orbital energy (spin up / spin down) at -0.5858 / -0.5858 Eh. The calculation puts the energy relative to the best compared isomer or geometry (same formula, charge and spin) at 128.4 kcal/mol.

CARTESIAN COORDINATES (ANGSTROEM)
Zr 0.36 0.27 0.23
P -2.08 0.05 -0.60
C -1.87 0.53 -2.31
C -0.65 1.09 -2.77
N 0.50 1.00 -1.98
C 1.71 1.23 -2.55
C 1.82 1.78 -3.82
C 0.67 1.96 -4.60
C -0.56 1.60 -4.09
C 2.97 0.81 -1.83
P 2.75 -0.71 -0.87
H -1.47 1.65 -4.70
H 2.81 1.98 -4.22
H 0.75 2.37 -5.61
H 3.71 0.52 -2.59
H 3.39 1.61 -1.19
H -1.86 -1.24 -3.87
H -2.73 0.56 -3.00
H -0.70 -2.63 -2.58
O -1.82 -2.21 -3.84
H -2.00 -2.52 -4.75
H 1.40 -1.21 -0.52
O -0.18 -2.74 -1.73
H 0.32 -3.58 -1.82
C 3.03 -2.09 -1.97
H 4.05 -2.00 -2.38
H 2.91 -3.00 -1.37
H 2.26 -2.11 -2.75
C 4.02 -0.74 0.38
H 3.93 -1.67 0.94
H 4.97 -0.68 -0.18
H 3.89 0.11 1.06
C -3.15 1.40 0.03
H -4.08 1.39 -0.56
H -3.34 1.22 1.09
H -2.63 2.36 -0.09
C -3.25 -1.33 -0.73
H -3.57 -1.62 0.28
H -4.11 -1.01 -1.33
H -2.75 -2.19 -1.20
O -0.59 3.23 2.88
S 0.40 2.28 3.32
O 1.76 2.67 3.62
N 0.41 0.91 2.24
C 0.08 -0.28 2.85
S 0.09 -1.68 1.84
C -0.33 -0.10 4.21
C -1.00 -1.01 5.06
C -1.64 -0.54 6.21
C -1.55 0.81 6.59
C -0.83 1.69 5.78
C -0.25 1.23 4.60
H -1.04 -2.04 4.75
H -2.21 -1.23 6.83
H -2.01 1.13 7.53
H -0.73 2.72 6.07

=====

Record 2
A structure of composition C8H17LiO8PS2, computed with the ωB97M-V functional and the def2-TZVPD basis.

For the LUMO energy, the calculation gives -6.27 eV. Its total charge is +1. The HOMO-LUMO gap is 5.971 eV. The calculation puts the highest occupied orbital energy at -0.4498 Eh.

CARTESIAN COORDINATES (ANGSTROEM)
O 4.83 -0.89 1.19
S 3.45 -1.18 1.62
O 3.42 -2.33 2.54
C 2.48 -1.72 0.14
C 1.92 -0.48 -0.68
P 0.78 -1.20 -1.98
O 1.69 -2.19 -2.99
O 0.14 -0.03 -3.01
S -0.63 -2.30 -1.22
C 1.23 0.45 0.35
C 0.44 1.64 -0.26
O -0.84 1.35 -0.73
C -1.70 0.89 0.30
O -2.85 1.68 0.29
C -3.82 1.07 1.14
C -4.70 0.06 0.36
O -5.29 -0.84 1.32
C 2.39 1.06 1.23
O 2.71 0.15 2.29
H 1.59 -2.23 0.54
H 3.05 -2.43 -0.48
H 2.79 0.02 -1.18
H 2.48 -2.51 -2.52
H 0.67 0.77 -3.01
H 0.64 -0.20 1.03
H 1.07 2.15 -1.04
H 0.33 2.40 0.55
H -1.24 0.99 1.31
H -1.93 -0.17 0.07
H -4.46 1.84 1.60
H -3.31 0.56 1.99
H -4.07 -0.56 -0.31
H -5.52 0.55 -0.18
H -5.48 -1.65 0.85
H 3.32 1.14 0.62
H 2.16 2.07 1.59
Li 2.24 2.06 -3.31

=====

Record 3
A cluster of 2 separate species, C11H15N in total, computed with the ωB97M-V functional and the def2-TZVPD basis.

For the LUMO energy, the calculation gives 0.90 eV. As for the SMILES: Cc1c[nH]c2ccccc12.CC. Its total charge is 0. The HOMO-LUMO gap is 8.642 eV. The calculation puts the highest occupied orbital energy at -0.2843 Eh. The calculation puts the energy relative to the best compared isomer or geometry (same formula, charge and spin) at 39.1 kcal/mol.

CARTESIAN COORDINATES (ANGSTROEM)
C -1.34 1.40 -1.83
C -1.22 0.35 -0.80
C -1.67 0.33 0.52
N -1.28 -0.93 1.01
C -0.47 -1.60 0.10
C 0.52 -2.58 0.30
C 0.98 -3.25 -0.82
C 0.71 -2.63 -2.04
C -0.08 -1.54 -2.20
C -0.66 -0.93 -1.10
H -0.38 1.77 -2.24
H -1.81 2.32 -1.52
H -1.84 1.05 -2.81
H -2.29 1.07 1.11
H -1.23 -1.17 1.98
H 0.81 -2.92 1.29
H 1.58 -4.14 -0.62
H 1.17 -3.17 -2.86
H -0.32 -1.23 -3.23
C 1.90 2.39 1.89
C 0.39 2.06 2.04
H 2.49 1.61 2.40
H 1.96 2.61 0.83
H 1.99 3.35 2.47
H -0.27 2.56 1.29
H -0.04 2.24 3.00
H 0.39 0.96 1.85

=====

Record 4
A cluster of 2 separate species, C6H15NO in total, computed with the ωB97M-V functional and the def2-TZVPD basis.

For the LUMO energy, the calculation gives 0.97 eV. As for the SMILES: C/C=C/C.NCCO. Its total charge is 0. The HOMO-LUMO gap is 10.203 eV. The calculation puts the highest occupied orbital energy at -0.3393 Eh. The calculation puts the energy relative to the best compared isomer or geometry (same formula, charge and spin) at 44.6 kcal/mol.

CARTESIAN COORDINATES (ANGSTROEM)
C 1.52 -2.08 1.46
C 0.63 -0.93 1.86
C 1.08 0.24 2.37
C 0.23 1.40 2.81
H 1.31 -2.98 2.05
H 1.38 -2.34 0.42
H 2.57 -1.78 1.62
H -0.47 -1.06 1.72
H 2.14 0.36 2.50
H -0.84 1.19 2.59
H 0.51 2.34 2.35
H 0.30 1.55 3.91
N -1.45 0.25 -0.74
C -1.20 0.90 -2.04
C -0.72 -0.13 -3.04
O -0.47 0.59 -4.26
H -1.94 0.92 -0.15
H -0.55 0.08 -0.26
H -0.42 1.71 -1.99
H -2.16 1.31 -2.43
H -1.49 -0.90 -3.16
H 0.19 -0.59 -2.64
H -0.15 -0.04 -4.94

=====

Record 5
A structure of composition C16H12BCl4LiO, computed with the ωB97M-V functional and the def2-TZVPD basis.

For the LUMO energy, the calculation gives -1.61 eV. Its total charge is 0. The HOMO-LUMO gap is 5.366 eV. The calculation puts the highest occupied orbital energy at -0.2564 Eh.

CARTESIAN COORDINATES (ANGSTROEM)
Cl -4.26 -0.42 -1.75
B -2.62 0.28 -2.24
Cl -1.73 -0.97 -3.32
Cl -2.77 1.91 -3.17
O -1.80 0.46 -1.02
C -0.74 1.16 -0.92
C -0.59 2.01 0.25
C 0.40 3.02 0.27
C 0.62 3.78 1.42
C -0.17 3.58 2.56
Cl 0.13 4.47 3.99
C -1.24 2.67 2.51
C -1.47 1.91 1.36
H -0.15 1.40 -1.82
H 1.02 3.16 -0.61
H 1.42 4.51 1.46
H -1.87 2.54 3.39
H -2.30 1.20 1.34
C 1.82 -1.47 -3.03
Li 1.22 -4.18 0.67
C 1.80 -0.25 -2.32
C 1.01 -0.42 -1.16
C 0.61 -1.80 -1.10
C 1.13 -2.47 -2.26
C 0.79 -3.81 -2.42
C -0.07 -4.46 -1.53
C -0.69 -3.74 -0.48
C -0.27 -2.44 -0.22
H 2.22 -1.68 -4.03
H 2.34 0.67 -2.57
H 0.91 0.26 -0.32
H 1.12 -4.34 -3.31
H -0.41 -5.49 -1.71
H -1.48 -4.21 0.12
H -0.74 -1.84 0.56

=====

Record 6
A cluster of 2 separate species, C4H12O2S in total, computed with the ωB97M-V functional and the def2-TZVPD basis.

For the LUMO energy, the calculation gives 0.50 eV. As for the SMILES: OCCCCS.O. Its total charge is 0. The HOMO-LUMO gap is 9.609 eV. The calculation puts the highest occupied orbital energy at -0.3346 Eh. The calculation puts the energy relative to the best compared isomer or geometry (same formula, charge and spin) at 13.3 kcal/mol.

CARTESIAN COORDINATES (ANGSTROEM)
O -2.15 1.11 -0.24
C -0.88 0.50 -0.35
C 0.28 1.26 0.25
C 1.60 0.53 0.00
C 2.70 0.83 1.00
S 3.97 -0.47 1.11
H -2.74 0.61 -0.81
H -0.87 -0.50 0.10
H -0.68 0.39 -1.43
H 0.14 1.32 1.34
H 0.27 2.33 0.02
H 1.84 0.75 -1.04
H 1.44 -0.54 0.13
H 3.22 1.75 0.72
H 2.34 1.01 2.01
H 4.19 -0.32 2.42
O -5.21 -3.39 -1.49
H -4.59 -4.13 -1.40
H -4.88 -3.04 -2.33

=====

Record 7
A cluster of 3 separate species, C22H45N2O4S in total, computed with the ωB97M-V functional and the def2-TZVPD basis.

For the LUMO energy (spin up / spin down), the calculation gives -3.72 / -3.72 eV. As for the expectation value of S²: 2.008. Its spin multiplicity is 3. Its total charge is +1. The HOMO-LUMO gap (spin up / spin down) is 5.874 / 6.858 eV. The calculation puts the highest occupied orbital energy (spin up / spin down) at -0.3525 / -0.3887 Eh.

CARTESIAN COORDINATES (ANGSTROEM)
O -1.18 -0.32 -1.61
C -1.45 -1.49 -1.73
O -2.74 -1.92 -1.67
C -0.42 -2.58 -1.95
C 0.92 -2.21 -1.29
C 1.56 -3.40 -0.56
S 1.37 -3.35 1.25
H -2.81 -2.79 -2.07
H -0.80 -3.51 -1.54
H -0.29 -2.72 -3.02
H 1.62 -1.95 -2.07
H 0.81 -1.36 -0.64
H 1.17 -4.35 -0.89
H 2.63 -3.42 -0.73
H 0.22 -3.99 1.52
H 1.11 -2.05 1.48
C 4.49 -3.16 5.11
C 5.14 -1.82 4.80
C 6.56 -2.01 4.28
C 7.21 -0.70 3.86
C 6.35 0.05 2.84
C 4.87 0.19 3.22
N 4.33 -1.10 3.76
O 4.00 -1.90 2.80
C 4.67 1.33 4.23
C 4.08 0.59 1.98
C 5.17 -1.07 6.14
H 4.18 -3.71 4.22
H 5.19 -3.79 5.65
H 3.61 -3.03 5.74
H 6.56 -2.71 3.44
H 7.16 -2.49 5.07
H 7.41 -0.06 4.72
H 8.19 -0.91 3.42
H 6.76 1.04 2.66
H 6.42 -0.48 1.88
H 3.63 1.37 4.55
H 4.92 2.28 3.77
H 5.29 1.25 5.12
H 4.27 -0.07 1.14
H 4.37 1.59 1.68
H 3.01 0.59 2.18
H 5.50 -1.76 6.92
H 4.18 -0.71 6.41
H 5.86 -0.24 6.17
C -6.50 -0.10 -2.45
C -5.63 1.10 -2.81
C -4.34 0.65 -3.51
C -3.49 1.83 -3.98
C -4.30 2.79 -4.85
C -5.66 3.20 -4.28
N -6.38 2.02 -3.70
O -6.98 1.36 -4.64
C -5.50 4.31 -3.22
C -6.51 3.81 -5.39
C -5.27 1.75 -1.46
H -7.02 -0.51 -3.31
H -5.87 -0.88 -2.03
H -7.25 0.18 -1.71
H -4.60 0.03 -4.37
H -3.77 0.03 -2.82
H -3.07 2.37 -3.12
H -2.64 1.46 -4.55
H -3.72 3.69 -5.05
H -4.46 2.31 -5.82
H -6.47 4.54 -2.76
H -5.13 5.21 -3.68
H -4.80 4.06 -2.42
H -6.57 3.17 -6.26
H -6.06 4.76 -5.70
H -7.52 4.02 -5.05
H -5.00 0.96 -0.75
H -6.13 2.29 -1.05
H -4.42 2.43 -1.50

=====

Record 8
A structure of composition C21H18AuN5S, computed with the ωB97M-V functional and the def2-TZVPD basis.

For the LUMO energy (spin up / spin down), the calculation gives -3.29 / -4.99 eV. As for the expectation value of S²: 0.788. Its spin multiplicity is 2. Its total charge is +1. The HOMO-LUMO gap (spin up / spin down) is 7.636 / 6.192 eV. The calculation puts the highest occupied orbital energy (spin up / spin down) at -0.4016 / -0.4110 Eh. The calculation puts the energy relative to the best compared isomer or geometry (same formula, charge and spin) at 0.0 kcal/mol.

CARTESIAN COORDINATES (ANGSTROEM)
Au 0.39 2.21 1.55
C -3.52 -0.83 -3.47
C -2.65 -0.60 -2.28
C -1.39 -1.21 -2.19
C -0.56 -0.98 -1.13
C -0.93 -0.12 -0.07
N -0.14 0.10 0.96
C 1.01 -0.73 1.03
C 1.00 -1.77 1.96
C 2.09 -2.62 2.06
C 3.22 -2.44 1.28
C 4.41 -3.35 1.43
C 3.22 -1.39 0.37
C 2.13 -0.55 0.24
N 2.15 0.48 -0.71
C 2.60 0.40 -1.99
C 2.50 1.65 -2.53
C 1.98 2.44 -1.50
N 1.79 1.74 -0.40
C -2.23 0.47 -0.14
C -3.04 0.24 -1.23
N -2.76 1.23 0.92
C -4.02 1.10 1.44
C -4.14 2.06 2.41
C -2.91 2.74 2.41
N -2.09 2.25 1.51
H -3.60 -1.89 -3.69
H -3.10 -0.34 -4.35
H -4.52 -0.44 -3.32
H -1.08 -1.88 -2.99
H 0.39 -1.49 -1.08
H 0.13 -1.90 2.58
H 2.06 -3.43 2.78
H 4.11 -4.39 1.48
H 4.95 -3.12 2.35
H 5.11 -3.23 0.60
H 4.10 -1.20 -0.24
H 2.94 -0.54 -2.40
H 2.76 1.96 -3.53
H 1.75 3.50 -1.50
H -4.00 0.73 -1.26
H -4.69 0.34 1.10
H -5.00 2.25 3.03
H -2.58 3.56 3.03
S 1.26 5.17 3.00
C 0.90 3.80 2.47

=====

Record 9
A cluster of 5 separate species, C21H41F10N6O7 in total, computed with the ωB97M-V functional and the def2-TZVPD basis.

For the LUMO energy, the calculation gives -4.08 eV. Its total charge is +1. The HOMO-LUMO gap is 7.387 eV. The calculation puts the highest occupied orbital energy at -0.4214 Eh. The calculation puts the energy relative to the best compared isomer or geometry (same formula, charge and spin) at 335.4 kcal/mol.

CARTESIAN COORDINATES (ANGSTROEM)
N 0.28 -2.84 2.55
C 0.02 -2.53 1.09
C -1.06 -1.27 0.87
O -2.39 -1.94 0.99
C -0.84 -0.59 -0.66
N -0.87 0.88 -0.68
C 0.15 1.96 -0.79
N 1.55 1.88 -0.86
C 2.14 3.30 -1.05
O 3.39 3.37 -1.80
C 3.31 4.22 -2.99
F 4.68 4.15 -3.63
F 2.38 3.68 -4.05
F 3.09 5.67 -2.71
C 2.33 0.60 -0.73
F 2.25 -0.33 -1.87
F 1.83 0.01 0.58
C 3.93 0.68 -0.40
F 4.23 -0.57 0.41
F 4.32 1.77 0.57
C 4.98 0.58 -1.62
F 4.58 0.96 -2.97
F 5.54 -0.82 -1.72
F 6.17 1.43 -1.25
N -0.76 3.17 -0.80
C -2.24 2.93 -0.67
N -3.44 3.85 -0.66
N -2.17 1.39 -0.59
C -3.54 0.82 -0.47
C -4.19 1.23 1.14
C -4.94 -0.11 1.96
O -3.48 0.55 2.35
H -0.60 -3.00 3.08
H 0.90 -2.13 2.99
H 1.01 -2.40 0.48
H -0.53 -3.48 0.61
H -0.86 -0.48 1.71
H -2.57 -2.52 0.19
H -1.73 -1.07 -1.30
H 0.10 -1.16 -1.05
H 2.34 3.71 0.03
H 1.44 4.00 -1.70
H -3.94 3.85 -1.60
H -3.09 4.83 -0.56
H -4.30 1.37 -1.21
H -3.67 -0.33 -0.60
H -4.72 2.36 1.28
H -4.86 -1.17 1.45
H -5.68 0.16 2.82
C -4.98 -3.49 5.29
C -5.24 -2.31 4.39
O -5.69 -2.76 3.12
H -4.23 -4.16 4.86
H -4.63 -3.16 6.28
H -5.89 -4.09 5.42
H -4.33 -1.73 4.24
H -6.01 -1.65 4.81
H -6.51 -3.27 3.25
C -9.11 -3.49 5.75
C -9.37 -2.31 4.84
O -9.82 -2.76 3.57
H -8.35 -4.15 5.31
H -8.76 -3.16 6.73
H -10.02 -4.09 5.88
H -8.46 -1.72 4.70
H -10.14 -1.65 5.27
H -10.63 -3.27 3.71
C 9.87 -1.71 -1.89
C 9.66 -1.19 -0.49
O 9.01 0.08 -0.53
H 10.47 -1.01 -2.48
H 10.37 -2.68 -1.87
H 8.91 -1.81 -2.42
H 10.61 -1.06 0.03
H 9.04 -1.87 0.10
H 8.16 -0.04 -0.98
C 5.92 2.40 -7.15
C 4.53 2.97 -7.30
O 3.65 2.36 -6.37
H 5.92 1.32 -7.31
H 6.62 2.87 -7.86
H 6.30 2.57 -6.13
H 4.15 2.79 -8.31
H 4.52 4.05 -7.13
H 3.99 2.54 -5.48

=====

Record 10
A structure of composition C29H27FN4O8Ru, computed with the ωB97M-V functional and the def2-TZVPD basis.

For the LUMO energy (spin up / spin down), the calculation gives -3.44 / -3.44 eV. As for the expectation value of S²: 0.758. Its spin multiplicity is 2. Its total charge is +1. The HOMO-LUMO gap (spin up / spin down) is 6.243 / 6.370 eV. The calculation puts the highest occupied orbital energy (spin up / spin down) at -0.3558 / -0.3604 Eh. The calculation puts the energy relative to the best compared isomer or geometry (same formula, charge and spin) at 19.7 kcal/mol.

CARTESIAN COORDINATES (ANGSTROEM)
Ru 0.00 4.29 -0.24
O -0.32 8.12 0.58
C -0.66 6.92 0.17
O -0.08 6.33 -0.73
C -1.90 6.36 0.82
O -1.85 4.93 0.84
C -1.68 4.40 2.18
C -0.26 4.70 2.67
O -0.02 4.73 3.85
O 0.56 4.93 1.70
H 0.48 8.39 0.10
H -2.75 6.66 0.20
H -2.03 6.77 1.82
H -1.81 3.32 2.07
H -2.44 4.80 2.85
C 5.14 -1.40 0.46
C 4.43 -1.05 -0.84
N 3.27 -0.17 -0.62
C 3.42 1.15 -0.82
C 2.46 2.09 -0.56
C 2.74 3.52 -0.94
O 3.88 3.88 -1.13
O 1.70 4.28 -1.16
C 1.26 1.67 0.06
O 0.40 2.43 0.54
C 1.04 0.23 0.14
C -0.23 -0.24 0.50
C -0.45 -1.58 0.56
F -1.70 -2.02 0.82
C 0.57 -2.52 0.33
C 1.82 -2.05 -0.03
C 2.06 -0.67 -0.18
N 0.37 -3.92 0.48
C -0.79 -4.46 1.17
C -0.54 -5.95 1.44
N 0.95 -6.17 1.45
C 1.50 -6.02 0.05
C 0.80 -4.81 -0.59
H 5.99 -2.06 0.26
H 4.47 -1.89 1.16
H 5.52 -0.49 0.94
H 4.10 -1.94 -1.37
H 5.10 -0.52 -1.52
H 4.37 1.48 -1.21
H -1.02 0.46 0.68
H 2.62 -2.75 -0.17
H -1.72 -4.37 0.59
H -0.93 -3.92 2.11
H -0.94 -6.60 0.67
H -0.94 -6.26 2.41
H 1.20 -7.07 1.84
H 1.37 -5.43 2.02
H 1.30 -6.95 -0.48
H 2.58 -5.88 0.15
H -0.06 -5.14 -1.18
H 1.48 -4.31 -1.27
N -6.21 -3.04 -2.26
C -5.55 -2.11 -2.14
C -4.71 -0.95 -2.01
C -5.10 0.12 -1.20
C -4.25 1.20 -1.04
C -3.01 1.24 -1.68
C -2.65 0.17 -2.51
C -3.49 -0.91 -2.68
C -2.08 2.30 -1.45
C -1.28 3.19 -1.21
H -6.05 0.09 -0.69
H -4.54 2.03 -0.41
H -1.69 0.20 -3.02
H -3.21 -1.74 -3.32

=====

Values for calculated total energy, eV, ordered as above
-71774.2706, -56107.0309, -13139.0974, -10001.8241, -69807.5054, -19272.1289, -45538.5468, -44038.8723, -72865.3978, -58142.8588